Below is a molecular structure, C31H30BGeN7ReS2 in a non-equilibrium geometry, with properties calculated with ωB97M-V/def2-TZVPD.

```
73
Properties=species:S:1:pos:R:3:forces:R:3:lowdin_charge:R:1
Re -0.01493 -0.53745 -1.15750 -0.12 -0.01 -0.91 1.245
Ge 1.16812 -3.60131 -0.23179 -0.29 0.08 -0.04 1.252
S -1.53346 -1.58324 -2.89344 0.18 0.20 0.21 0.702
S -0.66424 0.66877 -4.76221 -0.01 0.07 0.02 0.985
N -1.42780 0.95986 -0.88546 0.10 0.00 -0.03 -0.118
N 1.21549 0.65059 0.08966 -0.02 0.14 -0.12 -0.106
N -0.84611 -1.51941 1.57034 -1.90 0.17 -0.93 -0.003
N -1.51824 1.64721 0.28973 0.02 0.10 -0.08 -0.015
N -2.03059 -1.34696 -5.47463 0.01 0.06 0.03 -0.027
N -1.47253 -0.27588 1.92096 0.76 -0.29 -0.83 0.090
N 0.68555 1.08776 1.26335 0.21 0.04 0.35 -0.013
C -2.12565 -5.97538 -1.20576 -0.01 -0.04 0.04 -0.038
C -2.29937 1.53892 -1.73186 -0.07 0.04 -0.08 -0.112
C -0.54019 -1.45364 0.19605 0.98 -0.07 1.48 -0.305
C -1.91475 -2.46899 1.64590 0.85 -0.64 0.56 -0.007
C 2.31007 -3.38171 1.26225 0.04 0.03 0.11 -0.301
C -2.92307 2.61408 -1.12405 0.01 -0.05 -0.05 0.011
C -2.73207 -0.50123 2.13018 -0.45 -0.20 0.41 0.038
C 2.79564 1.76712 1.22962 0.03 -0.01 -0.01 0.009
C 3.79275 -4.45274 2.83573 0.00 0.08 0.02 -0.034
C -3.07472 -1.88478 1.94821 -0.04 0.81 0.28 0.062
C -0.93641 0.46623 -6.55786 0.01 0.01 -0.02 -0.348
C -2.40838 2.63821 0.15974 0.03 -0.10 0.01 -0.004
C 4.12856 -3.20941 3.35337 -0.02 0.03 -0.02 -0.022
C -0.21848 -4.89209 -0.20301 0.05 -0.01 -0.03 -0.321
C 1.28543 -3.21859 -3.12398 0.02 0.00 0.03 -0.116
C -2.11904 -0.48831 -6.66404 -0.02 -0.03 0.01 -0.167
C -0.39866 -5.66062 0.95657 0.12 0.01 0.06 -0.115
C -2.28113 -6.74737 -0.05849 0.00 -0.01 0.01 -0.017
C 2.87456 -4.54465 1.80114 0.00 -0.06 -0.06 -0.099
C 1.54128 -2.65578 -1.86010 -0.02 -0.05 -0.19 -0.349
C -1.42375 -6.58798 1.02524 -0.04 0.01 -0.06 -0.036
C 2.11389 -1.22424 -4.18636 0.02 0.05 0.06 -0.064
C 2.49194 1.06908 0.07178 -0.04 0.02 -0.02 -0.104
C 1.62664 1.75235 1.95853 -0.09 0.00 -0.03 -0.008
C -1.44312 -0.83075 -4.41174 -0.04 -0.10 -0.03 -1.039
C 2.38941 -0.65868 -2.95883 0.14 -0.07 -0.07 -0.075
C 2.16166 -1.39118 -1.77080 0.01 0.09 -0.03 -0.259
C 2.65852 -2.13335 1.78730 -0.07 0.09 -0.01 -0.105
C 3.55599 -2.05072 2.83547 0.05 -0.11 0.04 -0.043
C 1.60229 -2.52345 -4.26773 -0.01 0.00 -0.05 -0.039
C -1.10015 -5.05079 -1.28111 0.02 0.06 0.01 -0.101
B -0.80488 1.16380 1.54802 -0.15 -0.12 0.22 -0.454
H 0.25988 -5.53329 1.80783 0.02 -0.01 0.00 0.104
H -2.43084 1.15710 -2.72816 0.00 0.02 0.01 0.061
H -2.06492 -1.09533 -7.56521 0.00 0.01 0.00 0.141
H -3.65088 3.28034 -1.55142 -0.01 0.01 -0.01 0.125
H 1.45856 -2.98501 -5.23615 0.01 -0.01 0.00 0.133
H 2.65994 -1.10139 -0.85759 0.07 -0.11 -0.01 0.075
H -0.02959 0.05611 -6.99844 0.00 0.01 0.01 0.092
H -1.55440 -7.18878 1.91471 0.01 -0.01 0.01 0.126
H 4.24193 -5.34957 3.23897 0.00 -0.01 0.00 0.127
H -1.62870 -3.50714 1.57204 -0.23 -0.05 -0.36 0.120
H 2.62658 -5.52402 1.40768 0.00 0.00 -0.01 0.109
H -2.80346 -6.10616 -2.03798 0.00 0.01 -0.01 0.122
H -3.07770 -7.47775 -0.00784 -0.01 0.00 0.00 0.128
H 2.35374 -0.67997 -5.08958 -0.01 0.02 -0.01 0.125
H -1.00012 1.88445 2.47213 -0.14 0.02 -0.03 0.137
H 3.72848 2.23598 1.48773 0.01 0.00 0.01 0.127
H -4.04884 -2.33275 2.04136 0.01 -0.01 0.20 0.137
H -3.37410 0.31330 2.43945 -0.05 -0.03 -0.03 0.167
H 1.38871 2.19098 2.91338 0.01 0.00 0.02 0.147
H -2.62742 3.28818 0.99155 0.00 0.01 0.01 0.150
H 2.87150 0.31078 -2.91417 -0.01 0.01 0.00 0.121
H 2.20626 -1.22397 1.40851 0.02 -0.04 -0.01 0.066
H -1.14762 1.43772 -6.99644 0.01 0.00 0.00 0.100
H 3.13956 0.87218 -0.76410 0.01 0.00 -0.02 0.114
H -3.07111 0.04540 -6.65089 0.01 0.00 0.00 0.139
H -2.58307 -2.19040 -5.39466 0.00 -0.01 -0.01 0.160
H -0.99968 -4.44221 -2.16955 -0.01 0.01 -0.03 0.062
H 0.87753 -4.21662 -3.20540 0.02 -0.03 0.00 0.112
H 3.81459 -1.08754 3.25390 0.00 0.01 0.00 0.117
H 4.83772 -3.14017 4.16708 0.00 0.00 0.01 0.127
```
Forces are in eV/Å.

Properties
E	-4558.101025	Eh
Kohn-Sham gap	6.7	eV
E_HOMO	-16.335	eV
relative energy (zero: lowest compared OMol25 entry of this formula, charge and spin)	29.9	kcal per mole
net charge	+3


Below is a molecular structure, C31H30BrN3O7ReS in a non-equilibrium geometry, with properties calculated with ωB97M-V/def2-TZVPD.

```
74
Properties=species:S:1:pos:R:3:forces:R:3:lowdin_charge:R:1
Re 0.86253 0.19866 -0.04385 1.64 0.66 -1.10 1.739
Br 5.26972 -2.55363 4.43501 -0.22 0.27 -0.55 0.563
S 3.00172 0.30455 -2.66612 -1.32 -1.70 -0.35 0.361
O 2.84601 1.80797 -2.42086 0.68 1.10 -0.82 -0.188
O 1.87223 1.98574 -0.16685 0.02 0.08 -0.31 -0.483
O 4.25153 -0.23025 -2.23061 1.20 0.49 0.28 -0.299
O -0.21325 0.64377 1.57045 0.04 -0.29 0.38 -0.222
O 2.35295 -3.10361 -0.29646 -0.31 -0.12 0.08 0.040
O 2.70109 0.02116 -4.05601 -0.05 0.55 0.41 -0.320
O 1.92163 -0.28904 -1.78301 -0.68 -0.11 0.30 -0.470
N -0.28124 -1.50038 0.15105 -0.02 0.52 0.19 -0.133
N -1.28404 -1.34903 1.12704 0.52 -0.43 -0.13 0.090
N -0.69621 1.17231 -1.20481 1.12 1.10 0.93 -0.082
C -1.78665 1.07174 3.79406 0.30 0.49 -0.22 -0.024
C -1.09848 -0.30156 1.83035 -0.57 0.61 0.32 -0.483
C -1.54300 5.30116 -1.20080 -0.48 0.88 -1.41 -0.174
C 4.12584 -1.79147 3.02596 0.64 -0.64 0.32 -0.646
C 4.67925 -1.15132 1.93960 -1.88 -0.22 0.50 -0.117
C -0.53934 -2.49923 -0.71428 -1.77 -0.68 -0.18 -0.336
C 2.41604 -0.62051 1.17202 -0.85 -0.49 0.17 -0.270
C -0.54943 3.34865 -0.17325 0.60 0.83 1.48 -0.055
C -1.69754 -0.98311 -4.02991 -0.47 0.05 0.43 -0.089
C -1.93144 -0.10438 3.03376 0.02 0.65 1.32 -0.120
C -2.77502 -1.07835 3.57095 -0.37 -0.60 -1.02 -0.047
C -1.98069 -2.93178 -0.72640 -0.13 -2.08 -0.47 -0.061
C -3.49853 -0.84384 4.71586 -0.66 1.08 0.98 -0.111
C 3.78499 -0.55559 1.02978 1.04 -0.03 0.68 -0.110
C -0.76079 4.72193 -0.23428 0.64 -0.14 0.51 -0.129
C -3.06831 -1.05278 -3.81559 -0.12 -0.12 -0.48 -0.123
C -3.59806 -0.41169 -2.68176 -1.11 -1.12 -0.97 -0.134
C 2.77226 -1.97685 3.16958 0.06 0.28 0.25 -0.159
C -0.90335 -0.19902 -3.19168 0.42 -0.50 -0.60 -0.014
C -1.41995 0.38296 -2.05632 -1.36 -0.06 -0.40 -0.364
C -2.14179 4.50256 -2.19186 1.01 -1.68 0.97 -0.093
C -2.48227 1.36012 4.96157 -0.94 -2.61 -0.32 -0.082
C -2.78932 0.21543 -1.78502 -0.11 0.06 1.30 -0.078
C 0.29218 -3.21260 -1.51585 1.78 0.59 0.27 -0.031
C -3.37585 0.37255 5.42568 1.13 -0.53 -1.02 -0.106
C 1.75370 -3.26996 -1.34359 0.68 -0.01 -1.03 -0.446
C -1.88490 3.09258 -2.13860 -0.33 1.95 -0.01 -0.015
C 2.63911 2.70203 0.78284 -0.68 -1.10 -0.43 -0.151
C -1.01955 2.52424 -1.17628 -0.75 -1.23 -0.47 -0.279
C 1.94714 -1.40932 2.23493 -1.06 0.67 0.07 -0.116
C 2.59500 -3.56608 -2.62933 0.36 1.06 1.91 -0.011
H 2.44427 2.04584 -1.50192 -0.21 -0.51 0.46 0.019
H -2.28628 2.22865 5.52842 0.16 0.89 0.40 0.078
H 0.85613 -1.47632 2.39860 0.81 -0.26 -0.07 0.089
H 2.36888 -2.45588 4.03403 -0.16 -0.40 0.38 0.082
H -3.83101 0.39952 6.38529 -0.58 0.50 0.61 0.070
H 3.16701 1.93767 1.36078 0.46 0.57 0.25 0.062
H -1.05400 1.80422 3.50289 0.15 0.05 -0.49 0.105
H -1.22350 -1.57405 -4.79561 0.05 0.12 -0.40 0.093
H -3.16349 0.51587 -0.77465 0.27 0.09 -1.11 0.140
H -4.25133 -1.54483 5.10037 0.59 -0.03 -0.27 0.094
H -2.76915 -2.23763 -0.68575 -0.51 1.54 -0.53 0.038
H -2.18691 -3.43647 0.19767 0.30 -0.59 0.80 0.061
H 2.04282 -4.08108 -3.33326 -1.38 -1.13 -1.62 0.023
H -2.91323 -2.02464 3.04038 0.21 0.33 0.09 0.111
H -1.60042 6.40439 -1.22261 -0.16 -0.65 -0.13 0.082
H 5.71889 -1.16537 1.84416 1.45 0.36 -0.40 0.072
H -0.10001 -3.72848 -2.37267 -0.30 -0.18 -0.05 0.086
H 3.29752 3.38950 0.23031 0.02 -0.12 0.44 0.088
H -2.39463 2.40561 -2.78614 -0.01 0.16 -0.57 0.086
H -2.70791 4.94082 -3.00620 -0.17 -0.13 0.14 0.077
H -4.67619 -0.54423 -2.52950 0.36 0.23 0.27 0.094
H -0.22400 5.42010 0.41731 -0.30 -0.51 0.27 0.094
H 2.85236 -2.59341 -3.05910 0.16 -0.09 0.10 0.063
H -2.20468 -3.70788 -1.48720 0.37 0.63 0.06 0.085
H 4.24914 0.01265 0.25960 0.08 0.27 -0.85 0.080
H -0.03708 2.90508 0.69605 -0.24 0.41 -0.78 0.079
H 0.14162 -0.07627 -3.43968 0.11 -0.03 0.17 0.095
H -3.72889 -1.60425 -4.52798 0.59 0.45 0.77 0.093
H 1.95565 3.24577 1.44419 0.19 0.25 0.08 0.068
H 3.49252 -4.14964 -2.41487 0.02 0.29 0.25 0.073
```
Forces are in eV/Å.

Properties
E	-4940.798555	Eh
Kohn-Sham gap (spin up / spin down)	5.5 / 6.0	eV
spin multiplicity	4
E_HOMO (spin up / spin down)	-1.420 / -1.895	eV
relative energy (zero: lowest compared OMol25 entry of this formula, charge and spin)	15.1	kcal per mole
net charge	-2


Below is a molecular structure, C31H30ClInN8O9 in a non-equilibrium geometry, with properties calculated with ωB97M-V/def2-TZVPD.

```
80
Properties=species:S:1:pos:R:3:forces:R:3:lowdin_charge:R:1
In 0.13666 -0.48316 0.03448 0.01 -0.38 0.22 1.061
Cl -1.46327 6.71825 -1.76394 0.04 0.02 0.03 0.802
O 2.37317 4.71559 -2.78019 -0.05 -0.01 -0.08 0.155
O -3.97740 -1.10233 -0.15434 7.08 -1.05 3.15 0.020
O 2.09486 -0.80404 0.74974 -0.05 0.36 -0.17 -0.138
O -2.19308 -4.53278 -0.11165 -0.23 -0.18 0.03 0.059
O 2.40473 2.65142 -0.44932 0.09 -0.05 0.04 0.131
O 1.01039 1.04297 -1.21367 -0.27 0.69 0.61 -0.117
O -2.18980 0.20689 0.30274 -0.73 -0.86 -0.41 -0.006
O -0.91725 -2.41009 0.48162 -0.16 0.41 0.08 -0.124
O 1.79988 6.59185 -1.75934 -0.05 0.00 -0.05 0.110
N -5.68214 -0.68728 -1.20779 -5.54 2.07 -2.81 0.092
N -5.91985 -1.01973 1.04165 -1.54 0.07 1.02 0.206
N -1.70048 4.14595 -0.98967 -0.17 -0.08 0.07 -0.069
N -0.14512 -0.71762 2.19236 -0.44 0.40 -0.31 -0.071
N -7.63412 -0.01455 -0.16676 -0.44 0.26 0.09 0.191
N -1.19125 -1.51098 2.61010 0.07 0.11 -0.12 0.102
N -1.05912 -0.30550 -1.98334 -0.02 -0.10 0.45 0.059
N -0.98513 3.01519 -0.76508 -0.09 0.22 -0.17 0.181
C -2.81879 -4.41453 1.07927 0.02 0.06 -0.22 -0.265
C -5.83124 3.98943 -0.28937 0.03 -0.02 -0.03 -0.094
C 4.36865 1.52884 2.33400 -0.07 0.06 0.06 -0.074
C -2.49784 -0.58019 -1.91135 0.60 -0.07 0.24 -0.252
C -3.10762 4.13498 -0.75243 0.08 -0.08 -0.06 -0.201
C 0.25933 3.31110 -1.07808 -0.10 -0.44 -0.11 -0.113
C 1.34338 2.27137 -0.87427 0.11 -0.18 -0.25 -0.532
C 3.85181 0.60232 1.46363 0.00 -0.09 -0.09 -0.016
C -1.49846 -2.35610 1.66777 0.27 -0.26 0.03 -0.400
C 0.37951 4.64872 -1.52079 0.42 0.04 0.03 -0.071
C 2.53533 0.11737 1.59597 -0.03 -0.30 0.02 -0.349
C -2.91210 -0.50662 -0.44819 1.98 0.74 0.54 -0.504
C -6.40973 -0.57193 -0.11604 0.38 -0.31 -0.44 -0.423
C 2.33271 1.54107 3.58035 -0.10 0.01 -0.03 -0.057
C -3.26035 -3.31304 3.17326 -0.04 0.00 0.06 -0.040
C -2.53670 -3.37917 1.98231 0.04 0.21 -0.32 -0.084
C -3.79235 -5.36342 1.38999 -0.06 -0.11 0.02 -0.017
C -3.98605 4.73886 -1.64238 0.02 0.03 -0.02 -0.049
C -4.94200 3.36149 0.57520 -0.04 0.01 -0.02 -0.073
C -0.89332 5.14132 -1.42762 -0.26 0.01 -0.03 -0.581
C 3.60523 2.02042 3.40438 0.08 0.01 -0.04 -0.099
C 1.59944 5.29336 -2.08008 0.11 -0.05 0.12 -0.476
C 0.49311 0.01018 3.02847 0.25 -0.24 0.29 -0.045
C -4.49267 -5.28217 2.57773 0.03 0.03 -0.01 -0.091
C 1.77364 0.59520 2.69964 -0.09 0.15 -0.06 -0.154
C -5.35044 4.67470 -1.39746 -0.03 0.00 0.00 -0.081
C -4.23234 -4.24948 3.47826 0.02 0.03 0.01 -0.103
C -3.57675 3.43895 0.35271 0.04 -0.10 0.01 -0.012
C -5.84264 0.08585 -2.44357 -0.82 -0.49 0.68 -0.170
C -4.60632 -0.16966 -3.25667 -0.17 0.27 -0.69 -0.172
C -3.33767 0.44053 -2.67485 0.11 0.12 -0.40 -0.114
H -4.73597 -1.03884 -1.02221 -0.17 -0.88 -0.76 -0.074
H 1.72876 1.89257 4.41208 0.03 -0.05 -0.02 0.109
H 1.10719 6.90935 -1.16887 -0.01 0.00 0.06 0.077
H 5.37678 1.89823 2.18367 -0.04 -0.03 -0.01 0.105
H -0.62147 -0.60317 -2.84629 -0.09 -0.06 -0.07 0.123
H -0.88167 0.69559 -1.88856 0.00 0.02 -0.23 0.062
H -3.61306 5.25285 -2.51806 -0.02 -0.06 0.03 0.090
H -2.87270 2.93868 1.00360 0.00 0.00 -0.01 0.115
H -8.24810 -0.10629 0.62327 0.00 0.06 -0.01 0.112
H -6.46522 -1.02683 1.88373 -0.29 0.06 -0.11 0.119
H -3.03119 -2.50243 3.85293 0.00 -0.04 0.01 0.106
H -2.69924 -1.57956 -2.28896 0.15 -0.13 -0.02 0.158
H -5.24629 -6.02785 2.80583 0.04 0.04 0.00 0.101
H -6.03596 5.15802 -2.08562 0.05 -0.05 0.08 0.107
H -4.48845 -1.25111 -3.38318 -0.02 0.08 -0.04 0.127
H -4.77206 -4.18905 4.41579 0.02 0.01 -0.05 0.094
H 4.01652 2.75745 4.08337 -0.02 -0.05 -0.04 0.096
H -5.30608 2.81261 1.43545 0.00 0.03 -0.04 0.107
H -5.96048 1.15030 -2.22647 0.02 0.11 0.02 0.121
H -6.71914 -0.24014 -3.01018 -0.12 -0.01 -0.03 0.117
H -3.97527 -6.16014 0.67725 0.00 0.08 0.05 0.117
H -4.93757 -1.25424 1.09062 -0.05 -0.02 0.09 0.086
H -3.55513 1.29771 -2.02664 -0.04 0.00 -0.06 0.125
H -4.78194 0.23508 -4.25320 0.03 0.03 -0.07 0.117
H 0.12238 0.06543 4.05165 0.03 -0.02 0.07 0.136
H 4.42663 0.23417 0.62316 -0.01 0.03 0.04 0.123
H -2.73827 0.83438 -3.49789 0.10 -0.05 0.03 0.126
H -8.07201 0.08899 -1.06626 0.02 -0.04 0.06 0.106
H -1.58901 -3.76222 -0.18636 0.14 0.04 0.08 0.063
H -6.89589 3.94402 -0.10198 -0.01 -0.01 0.00 0.100
```
Forces are in eV/Å.

Properties
E	-2964.916196	Eh
Kohn-Sham gap	7.1	eV
E_HOMO	-7.261	eV
relative energy (zero: lowest compared OMol25 entry of this formula, charge and spin)	99.4	kcal per mole